Entry 1:
{"formula": "C5H11NO2", "method": "ωB97M-V with the def2-TZVPD basis set", "symbols": ["H", "O", "N", "H", "H", "C", "O", "H", "H", "H", "C", "H", "H", "H", "C", "C", "H", "H", "C"], "positions_angstrom": [[-1.457221, -0.410762, 1.975224], [-1.431645, -0.074712, -1.509471], [0.639201, 0.966957, -0.381571], [1.639834, -0.422290, -1.647031], [2.070613, 1.310326, -1.856973], [1.806002, 0.511649, -1.122074], [1.374423, -2.132879, 0.592074], [-1.714268, 0.521693, 0.035817], [1.040586, 0.230290, 1.590490], [-2.023679, 0.304607, -2.079175], [-1.108454, 0.262161, 1.165571], [-0.362513, -1.709249, -0.393035], [-0.196127, 0.787377, -0.984434], [-2.733846, 1.704473, 1.294759], [0.341786, 0.066230, 0.765514], [-1.756487, 1.526233, 0.847696], [-1.187266, 2.399804, 0.717855], [2.652171, 0.370801, -0.388417], [0.426337, -1.398781, 0.300810]], "forces_ev_per_a": [[-0.8, 0.1, -1.4], [1.6, -1.1, 3.2], [-0.2, -0.4, 1.1], [0.1, -0.2, -0.2], [0.0, -0.7, 0.6], [1.1, 1.0, 0.5], [-1.8, 1.4, -0.4], [-0.9, -0.8, -3.6], [-0.2, -0.1, 0.2], [-2.4, 1.3, -2.3], [1.0, 4.3, 2.6], [-0.1, -0.1, -0.1], [0.3, 0.2, -0.5], [-0.1, -0.5, -0.5], [-0.7, -0.3, -1.6], [0.5, -3.4, 4.4], [0.9, 0.5, -1.7], [-0.6, 0.1, -0.9], [2.3, -1.3, 0.6]], "spin_multiplicity": 1, "homo_ev": -8.6, "gap_ev": 7.07, "mol_weight_g_mol": 117.1, "relative_energy_kj_mol": 635.19}



Entry 2:
{"formula": "CH2N2O2S", "method": "ωB97M-V with the def2-TZVPD basis set", "symbols": ["N", "O", "H", "N", "H", "O", "S", "C"], "positions_angstrom": [[0.116154, -0.717264, -0.046100], [2.204845, -0.118178, -0.466912], [-0.300167, 1.382540, 0.166149], [1.053282, 0.080959, -0.189255], [0.390385, -1.685859, -0.190979], [0.683535, 1.371738, 0.004571], [-3.347445, -0.035885, -0.180860], [-2.121786, 0.816227, 0.100968]], "forces_ev_per_a": [[-1.5, -0.9, 0.3], [0.8, 0.2, -0.1], [0.3, -0.4, -0.1], [-0.4, -0.2, 0.0], [0.7, 0.3, -0.1], [0.4, 0.8, 0.0], [0.1, 0.1, 0.1], [-0.4, 0.0, 0.0]], "spin_multiplicity": 1, "homo_ev": -10.5, "gap_ev": 9.88, "mol_weight_g_mol": 106.1, "relative_energy_kj_mol": 707.97}



Entry 3:
{"formula": "C26H43BBrN2O9P", "method": "ωB97M-V with the def2-TZVPD basis set", "symbols": ["O", "H", "H", "O", "H", "H", "C", "C", "H", "H", "C", "H", "C", "C", "H", "H", "C", "H", "C", "C", "C", "H", "H", "O", "O", "C", "H", "H", "C", "H", "H", "H", "H", "C", "H", "N", "H", "H", "O", "C", "H", "O", "O", "H", "C", "Br", "H", "O", "H", "C", "H", "C", "B", "H", "H", "P", "H", "C", "C", "C", "H", "C", "H", "H", "N", "H", "C", "H", "H", "H", "C", "H", "H", "C", "H", "H", "H", "H", "C", "O", "C", "C", "H"], "positions_angstrom": [[3.031619, -2.840964, -4.516279], [-4.978793, -5.262867, 4.355188], [-1.135614, -6.738007, 1.337449], [-1.082333, 10.242462, 2.759806], [-0.500040, 6.399236, 2.148872], [1.102996, 4.944215, -0.299911], [-3.309833, -5.768093, 1.327490], [-0.463677, 7.395961, 1.701579], [-0.330472, 7.298172, 0.619785], [3.577671, -0.957245, -0.199172], [-0.158065, 10.405125, 1.977739], [-3.612873, 3.825328, -1.989781], [2.660403, -0.235975, -0.087049], [-1.704713, -5.788347, 0.931024], [-3.717818, -4.709258, 1.027423], [7.185379, -5.867583, -5.527595], [0.668132, 8.214021, 2.305083], [0.544356, 8.341558, 3.387658], [-1.526074, -5.544641, -0.691943], [-0.911541, 12.536328, 1.416923], [3.713121, -3.897023, -5.023915], [0.987518, -2.140521, -2.355235], [2.845536, -1.667090, -6.213786], [3.045001, 4.039447, 2.245116], [1.277533, 5.054455, 0.694315], [1.654927, 2.290551, 0.618321], [7.085158, -4.235488, -4.819659], [-3.850871, -6.553234, 0.637117], [-0.128517, -4.710456, -0.918434], [-4.637417, -4.070762, 2.910322], [-1.851608, 12.205663, 0.962323], [-0.455592, -2.914877, 0.604842], [-1.875233, -4.237980, 4.177724], [-2.979583, -3.983282, 4.494956], [0.125849, -4.797520, -2.080249], [-0.946706, 2.956500, 0.417217], [-4.499964, -2.265076, 4.524259], [-0.572011, 13.434301, 0.893061], [0.084186, 11.527721, 1.257674], [6.516072, -5.031142, -5.310227], [-2.478959, -5.020131, -1.177572], [0.790015, 9.487515, 1.659188], [3.621242, -4.326539, -6.163842], [3.857775, 4.326311, 1.712838], [-2.272522, 2.402673, -0.021825], [-3.158877, 5.159876, 1.755916], [1.612743, 7.687684, 2.148531], [-4.084821, 4.420232, -1.307091], [-3.123653, -4.201744, 5.639318], [5.362612, -5.482390, -4.426858], [1.624605, -1.415817, -4.949704], [-0.138192, 0.394503, -0.407423], [1.982854, 3.827221, 1.204142], [4.034620, 1.647613, 0.812777], [-3.119255, -1.980874, 3.206437], [-3.806129, 3.578038, 0.208100], [-1.229963, -4.846032, 1.489546], [1.118756, -0.688181, -0.549882], [-4.121560, -4.824559, 3.662740], [2.940964, 1.281571, 0.503684], [-3.679461, 0.685533, -0.992725], [0.088676, 1.888985, 0.194202], [-1.058620, 12.786409, 2.470488], [-2.305284, -6.238503, 3.339701], [-1.488104, -0.078027, -0.869209], [-1.258218, -2.707171, -1.103594], [2.214255, -2.172432, -5.474979], [6.157204, -4.624568, -6.259923], [-1.442667, -6.595445, -1.252582], [1.526991, -2.867018, -5.964256], [-0.267107, -3.084127, -0.558644], [0.724989, -5.232825, -0.266501], [1.973437, -2.797438, -0.883205], [-2.573431, 0.942104, -0.670919], [5.763999, -5.903917, -3.502179], [-2.732517, -1.747532, 5.112162], [-1.433053, 7.877098, 1.859140], [-4.027964, -7.115442, 3.024770], [-3.410732, -6.112872, 2.929522], [4.531469, -4.376408, -4.052920], [-3.336430, -2.372605, 4.294957], [0.978377, -2.207143, -1.164447], [4.765826, -6.267240, -4.907911]], "forces_ev_per_a": [[0.5, -0.8, -0.2], [1.8, 1.3, -1.2], [-1.3, 1.8, -1.0], [1.3, 0.4, -1.1], [0.1, 0.2, -0.1], [0.0, 0.0, 2.3], [1.6, -0.7, -0.5], [-0.2, 0.2, 0.0], [0.1, -0.1, 0.2], [-2.2, 1.4, 0.2], [-0.3, -0.6, 0.2], [-0.9, 1.6, 1.2], [-3.7, 2.4, -0.1], [-0.7, 1.2, -0.3], [0.7, -2.0, 0.8], [-0.1, 0.1, 0.1], [-0.3, -0.7, 0.2], [-0.1, 0.1, -0.2], [0.6, -0.6, 0.4], [-0.3, 0.4, 0.0], [0.3, -0.3, -0.5], [-0.4, -0.2, 2.6], [-0.2, -0.2, 0.0], [-0.8, -0.2, -3.7], [2.1, -3.3, -0.9], [1.2, -2.4, -0.5], [0.0, -0.2, 0.1], [0.9, 1.4, 1.5], [-0.2, 0.2, -0.7], [1.1, -1.8, 1.3], [0.1, 0.0, 0.2], [0.7, -0.3, -2.5], [-2.3, 0.5, 0.5], [-1.3, 1.0, 0.2], [-0.2, 0.2, 2.5], [-1.6, -7.0, -3.0], [2.5, -0.1, -0.5], [0.2, -0.3, 0.0], [0.0, -0.8, 0.5], [-0.1, 0.2, -0.2], [2.1, -0.8, 1.2], [-0.6, 1.2, 0.2], [0.0, 0.6, 1.7], [-1.6, -0.3, 1.3], [2.9, -0.4, -0.5], [0.1, -0.8, -1.2], [0.0, 0.3, -0.1], [2.3, -2.6, 0.6], [0.5, 0.3, -2.2], [0.5, -0.4, -0.4], [0.3, -0.2, 0.1], [-0.3, 0.1, 0.0], [0.0, 1.5, 0.0], [-2.8, -0.9, -0.7], [-0.4, -0.8, 2.2], [-0.7, 0.0, -0.6], [-0.9, -2.0, -1.1], [2.8, 2.4, 1.3], [0.3, -0.7, 0.5], [-4.8, -0.6, -1.1], [2.6, 0.4, 0.7], [1.9, -0.4, 0.2], [-0.1, -0.2, -0.1], [-2.5, 0.1, -0.7], [-0.1, 5.7, 2.3], [2.1, -0.8, 1.3], [-0.3, 0.4, -0.3], [0.0, -0.2, 0.1], [-0.1, 2.2, 1.3], [0.2, 0.0, 0.0], [-1.2, -0.2, -0.7], [-1.8, 1.2, -1.5], [-2.0, 1.5, -0.6], [3.8, 0.4, 0.9], [-0.3, 0.3, 0.1], [-1.3, -1.2, -2.0], [0.2, 0.0, 0.1], [1.3, 2.1, 0.1], [-0.6, 0.7, -1.2], [-0.9, 0.5, -0.5], [0.0, -0.4, 0.9], [0.7, 0.0, 0.5], [0.0, 0.3, 0.0]], "spin_multiplicity": 1, "smiles": "CCCCCCCCCCc1ccc(B(O)O)c2nc(P(O)Br)cnc12.CCOC(=O)OC.CCOC(=O)OC", "homo_ev": -8.7, "gap_ev": 6.78, "mol_weight_g_mol": 649.3, "relative_energy_kj_mol": 1577.20}



Entry 4:
{"formula": "H12O5S", "method": "ωB97M-V with the def2-TZVPD basis set", "symbols": ["H", "H", "O", "H", "H", "O", "H", "H", "H", "H", "O", "H", "H", "H", "H", "O", "O", "S"], "positions_angstrom": [[0.431245, 1.555128, 2.571737], [1.943682, 1.361958, 2.336009], [1.546630, -0.959521, 0.581834], [-0.951061, 2.368682, -1.605726], [2.453828, -0.721035, 0.377632], [-1.114786, -0.172405, 2.485910], [-1.560936, -1.410670, -1.931874], [0.438285, 0.192636, -2.617812], [1.171978, -1.250574, -0.266769], [-2.596758, -1.741136, -0.892318], [1.154080, 1.797772, 1.987129], [-0.272192, 1.900805, 0.042303], [1.384217, -0.936851, -2.951721], [-0.229034, 0.028414, 2.151964], [-1.279700, -1.019010, 2.053049], [-2.046351, -2.166937, -1.562608], [0.971929, -0.499518, -2.174434], [-1.445061, 1.672269, -0.584301]], "forces_ev_per_a": [[0.0, 0.2, 0.2], [-0.3, 0.0, -0.1], [-0.2, -0.4, 0.4], [-0.1, 0.1, -0.5], [0.0, 0.1, -0.2], [0.2, -0.2, 0.0], [0.2, -0.2, 0.0], [0.0, 0.1, 0.2], [0.1, 0.4, -0.1], [0.0, -0.1, -0.1], [0.3, 0.2, 0.1], [-0.2, -0.3, 0.2], [-0.1, 0.1, 0.4], [0.0, -0.2, -0.3], [-0.1, 0.1, 0.0], [-0.2, 0.3, 0.1], [0.1, -0.3, -0.7], [0.3, 0.1, 0.3]], "spin_multiplicity": 2, "homo_ev": [0.4, -6.2], "gap_ev": [2.70, 9.31], "total_charge": -1, "mol_weight_g_mol": 124.2, "s_squared": 0.75, "relative_energy_kj_mol": 30.65}



Number 1: E_tot -402.13621 Ha. Number 2: E_tot -697.28130 Ha. Number 3: E_tot -4742.96048 Ha. Number 4: E_tot -781.54299 Ha.